30
Properties=species:S:1:pos:R:3:forces:R:3:nbo_charge:R:1 method="wB97M-V/def2-TZVPD" relative_energy_ev=7.419 molar_mass_g_mol=207.3 charge=0 lumo_energy_ev=0.67 homo_lumo_gap_ev=9.8 e_homo_ev=-9.130
C 1.614429 0.049368 -1.739254 0.943 -2.565 -2.731 -0.061
C 2.914405 -1.474903 0.211838 0.723 -4.495 0.889 -0.259
C -0.582398 -2.611585 -2.461657 -0.833 1.675 -0.155 -0.246
C -2.094567 0.391791 -0.251648 3.836 -1.242 0.863 -1.087
C -1.093948 3.436178 0.538316 -0.500 1.584 -0.356 -1.167
C -0.511021 0.930176 2.613238 0.491 1.687 -0.417 -1.082
C 1.240653 -1.417343 -1.450489 -1.335 -0.172 2.169 0.357
N 1.270342 1.087325 -1.105889 -0.369 3.595 0.754 0.358
O 1.546395 2.277103 -1.443887 -0.375 -1.092 0.252 -0.510
O 2.378069 -2.131633 -0.927094 -1.336 0.520 -1.544 -0.540
O 0.691736 -2.042719 -2.555538 2.345 0.876 -0.645 -0.536
O 0.647161 0.994798 0.144393 0.922 -1.013 -0.391 -0.731
Si -0.841734 1.524755 0.735978 -0.774 -0.070 0.953 1.801
H 2.239971 0.240355 -2.692461 -1.240 -0.227 1.843 0.245
H 3.957386 -1.425944 -0.038348 0.661 0.448 0.577 0.195
H 2.755226 -2.214248 1.115095 0.374 1.636 -1.429 0.175
H 2.484098 -0.563677 0.397397 -0.905 2.217 0.610 0.185
H -0.571986 -3.215369 -3.395254 -0.884 0.012 1.015 0.215
H -1.389393 -1.736498 -2.488310 1.316 -2.025 -0.029 0.168
H -0.626102 -3.139413 -1.493301 -0.526 -0.298 -0.635 0.180
H -2.148133 -0.656727 0.181075 0.250 1.230 -0.487 0.239
H -3.037192 0.750476 -0.334888 -2.987 1.236 -0.212 0.228
H -1.643406 0.341006 -1.268368 -0.340 -0.103 0.514 0.233
H -1.951599 3.856361 -0.119631 1.299 -1.247 0.796 0.253
H -1.224678 4.051942 1.465127 -0.143 -1.125 -0.145 0.252
H -0.179759 3.954871 0.161078 -0.394 -0.893 -0.201 0.275
H -0.504395 -0.143864 2.664210 0.210 -0.533 -0.130 0.232
H 0.462379 1.339960 3.027490 -0.761 -0.594 -0.948 0.246
H -1.196652 1.263198 3.401221 -0.446 0.073 -0.538 0.237
H 0.432131 -1.533975 -0.666653 0.779 0.906 -0.243 0.148